No. 1
ORCA calculation (ωB97M-V/def2-TZVPD) on 19 unconnected molecules or ions with the total composition C102H106O2 at a distorted geometry.

Cartesian coordinates (Å):
C 4.9516 -2.5252 7.0523
C 6.1638 -1.7996 6.9725
C 6.1059 -0.5493 6.3328
C 5.0163 -0.0936 5.6520
C 3.8633 -0.8327 5.6972
C 3.7983 -2.0175 6.3887
H 4.9541 -3.5420 7.4850
H 7.0478 -2.2017 7.4501
H 7.0238 0.0913 6.3465
H 5.0775 0.8045 5.0871
H 2.9969 -0.4302 5.1816
H 2.8922 -2.5904 6.4567
C 4.0293 -1.4498 0.4906
C 4.4243 -0.9276 -0.7461
C 5.0757 0.2673 -0.8342
C 5.2851 1.0170 0.3258
C 4.8401 0.5349 1.5600
C 4.3356 -0.7273 1.6890
H 3.4960 -2.3938 0.5814
H 4.2976 -1.3840 -1.7389
H 5.4952 0.5312 -1.7793
H 5.6905 1.9756 0.1567
H 4.8970 1.2095 2.4111
H 4.0829 -1.1471 2.6564
C -0.4700 -2.0895 7.7728
C -0.2424 -2.7355 8.9883
C 0.7751 -2.3418 9.8883
C 1.5388 -1.2185 9.5959
C 1.3763 -0.5863 8.3165
C 0.4255 -1.0581 7.4319
H -1.2877 -2.3845 7.1386
H -0.8440 -3.6237 9.1571
H 0.8014 -2.8534 10.8320
H 2.3384 -0.8959 10.2545
H 2.0735 0.2470 8.0306
H 0.3312 -0.6027 6.4447
C -0.4117 2.3229 -4.0686
C -1.6187 3.0226 -4.1664
C -2.7777 2.3854 -4.5192
C -2.8191 1.0323 -4.5304
C -1.6982 0.2377 -4.2883
C -0.4510 0.9306 -4.1302
H 0.5284 2.8855 -4.0248
H -1.7201 4.0916 -4.0889
H -3.6823 2.9051 -4.6635
H -3.7892 0.5749 -4.6500
H -1.6761 -0.8181 -4.1981
H 0.4786 0.3661 -4.0373
C 4.8550 -1.0862 -4.4045
C 4.2071 -0.2084 -5.2871
C 4.9375 0.6836 -6.0022
C 6.3493 0.6754 -5.9251
C 6.9661 -0.1236 -4.9810
C 6.2090 -1.0606 -4.2387
H 4.3122 -1.7687 -3.7638
H 3.1404 -0.2911 -5.3231
H 4.4933 1.2871 -6.7831
H 6.9488 1.2887 -6.6234
H 8.0437 -0.1930 -4.8812
H 6.6055 -1.7367 -3.5518
C -0.7018 0.7717 -8.6643
C -0.1159 0.9511 -7.3923
C 1.2017 0.5376 -7.1648
C 1.9569 -0.0111 -8.2167
C 1.4115 -0.2434 -9.4459
C 0.0747 0.1352 -9.6363
H -1.7157 1.0308 -8.8742
H -0.6615 1.3450 -6.5533
H 1.6783 0.7713 -6.2389
H 2.9354 -0.3373 -7.9961
H 1.9771 -0.7914 -10.1959
H -0.3430 -0.1095 -10.6172
C -7.1725 1.0763 -5.9906
C -7.9510 0.3026 -6.8080
C -8.3299 -0.9513 -6.4368
C -7.8654 -1.4867 -5.2368
C -6.9891 -0.7476 -4.4529
C -6.6216 0.5381 -4.8830
H -6.9737 2.1028 -6.3065
H -8.3334 0.6613 -7.7409
H -8.9742 -1.5623 -7.0767
H -8.2006 -2.4819 -4.9938
H -6.6065 -1.0619 -3.4657
H -5.9812 1.1270 -4.2008
C -4.5668 1.5528 -1.0479
C -4.4560 1.7658 0.3343
C -5.0659 0.8807 1.2107
C -5.9690 -0.0374 0.7399
C -6.1240 -0.2448 -0.6082
C -5.3749 0.5372 -1.4997
H -3.9949 2.1001 -1.7762
H -3.7882 2.5218 0.7791
H -4.8927 1.0536 2.2695
H -6.5667 -0.6409 1.3881
H -6.7951 -0.9563 -1.0683
H -5.4338 0.2149 -2.5483
C -2.6391 3.6859 3.1381
C -3.2237 4.9115 2.8109
C -4.5550 5.1970 3.1263
C -5.2323 4.3425 3.9823
C -4.6299 3.1703 4.4413
C -3.3622 2.8025 3.9537
H -1.6263 3.4524 2.8508
H -2.6555 5.5324 2.1362
H -5.1347 6.0346 2.7243
H -6.2738 4.5433 4.3225
H -5.2062 2.4727 5.0060
H -2.8694 1.8740 4.2897
C 3.1839 4.5360 -1.7817
C 2.5135 3.3311 -1.7732
C 3.1318 2.2977 -2.4640
C 4.3534 2.4320 -3.1155
C 4.9733 3.6872 -3.1099
C 4.4238 4.7525 -2.3941
H 2.7769 5.3551 -1.2367
H 1.5686 3.1519 -1.3557
H 2.5807 1.3282 -2.5212
H 4.7984 1.5481 -3.5335
H 5.9571 3.8140 -3.6198
H 4.9255 5.7043 -2.2678
C 0.3037 2.5503 4.7489
C 0.8500 1.7006 3.7999
C 2.0418 2.0537 3.1784
C 2.6987 3.2165 3.5224
C 2.0946 4.1151 4.4443
C 0.8824 3.7527 5.0234
H -0.6610 2.2939 5.2123
H 0.3877 0.7978 3.4089
H 2.5415 1.4236 2.4298
H 3.5985 3.4215 2.9767
H 2.5233 5.0748 4.7210
H 0.4718 4.4962 5.7365
C 0.7014 -3.2400 4.5708
C 1.6909 -3.5047 3.6360
C 1.3678 -4.0867 2.3998
C 0.0107 -4.4029 2.1275
C -0.9191 -4.1601 3.0694
C -0.5983 -3.5835 4.2855
H 0.9253 -2.8093 5.5590
H 2.6959 -3.2204 3.8883
H 2.1170 -4.3327 1.6665
H -0.2101 -4.8561 1.1558
H -1.9600 -4.3816 2.9177
H -1.3984 -3.4980 5.0152
C -4.0930 -3.0772 -3.4253
C -3.0003 -3.1619 -2.5685
C -1.7813 -3.5113 -3.1134
C -1.6437 -3.7094 -4.4740
C -2.7830 -3.6656 -5.2957
C -4.0046 -3.3197 -4.7770
H -5.0305 -2.9474 -2.9843
H -3.2585 -2.9729 -1.5562
H -0.8996 -3.6380 -2.5067
H -0.7075 -3.9081 -4.9532
H -2.7300 -3.9447 -6.3322
H -4.8697 -3.2662 -5.4221
C -2.3013 -0.5041 5.3163
C -3.2404 -1.3760 4.6797
C -4.5270 -1.4754 5.1499
C -4.8920 -0.7978 6.3042
C -4.0241 0.0410 6.9595
C -2.7011 0.1442 6.4600
H -1.2807 -0.3708 4.8970
H -2.9583 -1.8311 3.7177
H -5.2095 -2.1352 4.6724
H -5.9220 -0.8389 6.5928
H -4.3921 0.6623 7.7708
H -2.0275 0.8053 7.0337
C -1.6969 -0.1990 0.2305
C -1.1320 0.4961 -0.8268
C 0.2293 0.7880 -0.8178
C 1.0602 0.3145 0.2210
C 0.4563 -0.3904 1.2245
C -0.8961 -0.6314 1.2872
H -2.7510 -0.3954 0.2936
H -1.7329 0.8316 -1.6832
H 0.7227 1.2409 -1.6834
H 2.1380 0.5775 0.3385
H 1.0872 -0.8010 2.0035
H -1.2510 -1.2932 2.0318
C -1.7379 5.3686 -0.7714
C -0.8554 6.3356 -0.2229
C 0.1890 6.0062 0.6081
C 0.3580 4.6927 0.9362
C -0.5665 3.7486 0.5476
C -1.5461 4.0944 -0.3660
H -2.4878 5.5574 -1.4968
H -0.9454 7.3672 -0.5833
H 0.9087 6.6831 0.9878
H 1.2147 4.3946 1.5465
H -0.4545 2.7206 0.8127
H -2.1947 3.3113 -0.7308
C 1.5163 -2.3490 -4.6934
C 1.3296 -2.3021 -3.3014
C 2.1054 -3.1225 -2.4663
C 2.9861 -4.0620 -3.0402
C 3.2054 -4.0616 -4.3951
C 2.4674 -3.2336 -5.2360
H 0.9240 -1.7377 -5.3713
H 0.6168 -1.5781 -2.8984
H 1.9564 -2.9994 -1.4185
H 3.5471 -4.7757 -2.4329
H 3.8595 -4.8342 -4.7922
H 2.6357 -3.2262 -6.2941
O 1.3878 -8.8446 5.3481
H 2.1954 -8.9973 5.8381
H 1.5862 -8.0619 4.8460
O 4.0204 -5.2030 0.0048
H 4.2896 -6.1143 -0.1200
H 4.8398 -4.6878 0.1074

Calculated total energy in eV: -111586.2841

=====

No. 2
ORCA calculation (ωB97M-V/def2-TZVPD) on 12 unconnected molecules or ions with the total composition C4H32N2O13 at a distorted geometry.

Cartesian coordinates (Å):
N 3.1751 0.8302 2.0327
C 2.2082 -0.0745 1.6735
O 2.2340 -1.2467 2.0146
C 0.8877 0.5604 1.1928
C 0.9591 0.5716 -0.3729
N 1.6842 1.8287 -0.6389
C -0.5223 0.5721 -0.9206
O -0.7733 -0.7029 -1.4821
H 2.8904 1.7836 1.9538
H 4.0233 0.5086 2.4923
H 0.1207 0.0570 1.7715
H 0.9074 1.6567 1.4004
H 1.6452 -0.2100 -0.7014
H 2.5353 1.6702 -1.1632
H 1.1882 2.5365 -1.1592
H -1.2813 0.8035 -0.1704
H -0.6496 1.2662 -1.7528
H -0.5487 -1.4158 -0.8670
O -1.7051 -2.9125 1.1985
H -2.6328 -2.7355 0.9920
H -1.6721 -2.3858 2.0772
O 0.6954 -2.4571 0.2347
H -0.0745 -2.8372 0.7146
H 1.3330 -2.1368 0.9212
O 1.3761 -4.0038 -1.8748
H 1.2217 -3.5535 -1.0214
H 0.5446 -4.3749 -2.1670
O 2.5866 0.3439 -2.5948
H 3.0533 -0.4127 -2.2105
H 1.8513 -0.0756 -3.0915
O 3.3078 -2.1721 -1.5051
H 2.8022 -2.8033 -2.0199
H 4.2264 -2.4358 -1.5861
O -2.2048 -1.4911 3.2093
H -2.8058 -1.6799 3.9393
H -1.9573 -0.5560 3.4123
O -2.0003 1.1944 3.2937
H -1.1704 1.4573 3.6904
H -2.2307 1.7171 2.5124
O -2.5967 3.4064 1.6716
H -2.5657 3.5454 0.6972
H -2.9756 4.2342 1.9795
O -0.1009 -0.8923 -4.3948
H -0.3271 -0.5661 -3.5092
H -0.3603 -1.8189 -4.4043
O -2.9987 4.5496 -0.6230
H -3.4344 3.8434 -1.1833
H -2.0495 4.3766 -0.6860
O -3.8563 2.3204 -1.3112
H -4.8153 2.4138 -1.3328
H -3.6275 1.5486 -0.7789

Calculated total energy in eV: -34265.5150
ΔE to the lowest compared entry with this formula, charge and spin in kcal/mol: 73.58
Structure (SMILES): NC(=O)C[C@H](N)CO.O.O.O.O.O.O.O.O.O.O.O

=====

No. 3
ORCA calculation (ωB97M-V/def2-TZVPD) on 2 unconnected molecules or ions with the total composition C5H9NO2 at a distorted geometry.

Cartesian coordinates (Å):
C -0.6479 -0.4857 -2.2942
O -0.1278 -0.5221 -0.9723
C 1.0338 0.1877 -0.7083
C 1.2857 1.4592 -1.4702
O 1.7146 -0.1887 0.2028
H -1.1044 0.4778 -2.5322
H 0.1280 -0.6183 -3.0522
H -1.3263 -1.3273 -2.4114
H 1.6803 1.2222 -2.4582
H 0.3788 2.0466 -1.5949
H 2.0288 2.0480 -0.9400
C -1.2863 -1.3596 3.6189
C -0.8105 -0.6530 2.6254
N -0.4534 0.3884 2.0888
H -1.9400 -2.2037 3.5035
H -1.0166 -1.1299 4.6348
H 0.4633 0.6583 1.7597

Calculated total energy in eV: -10913.8541
ΔE to the lowest compared entry with this formula, charge and spin in kcal/mol: 62.76
Structure (SMILES): COC(C)=O.C=C=N

=====

No. 4
ORCA calculation (ωB97M-V/def2-TZVPD) on a molecular structure, C18H19F4N3O2Pd.

Cartesian coordinates (Å):
Pd 0.2982 0.9451 0.2575
C 0.2345 -3.5499 -1.6416
C 0.0277 -2.0607 -1.3334
N 0.6986 -1.5676 -0.1449
C 2.1462 -1.6624 -0.1752
C 2.7725 -0.9794 -1.3818
C 0.1572 -2.0370 1.1125
C -1.3351 -1.7888 1.2920
N -1.7006 -0.4190 0.9969
C -2.8902 0.0040 1.3622
C -3.2961 1.3546 1.0608
F -2.4640 2.1450 0.3475
C -4.4902 1.8963 1.4482
F -4.7353 3.1977 1.1265
C -5.4766 1.1978 2.1413
C -5.1581 -0.1218 2.3892
F -6.0716 -0.9102 3.0294
C -3.9669 -0.7034 2.0207
F -3.8801 -2.0502 2.2819
H -0.3846 -3.8444 -2.4941
H -0.0465 -4.1773 -0.7924
H 1.2759 -3.7689 -1.8913
H -1.0352 -1.8479 -1.2196
H 0.3593 -1.4579 -2.1810
H 2.4821 -2.7196 -0.1338
H 2.5034 -1.1722 0.7318
H 2.6059 -1.5355 -2.3095
H 3.8504 -0.8860 -1.2340
H 2.3444 0.0210 -1.4834
H 0.6987 -1.5054 1.8991
H 0.3302 -3.1224 1.2654
H -1.5450 -2.0874 2.3244
H -1.8902 -2.5024 0.6607
H -6.4006 1.6523 2.4623
O 3.6780 3.2428 1.9897
C 2.7941 2.5048 1.4945
O 2.1106 1.6079 2.0200
C 2.5673 2.6893 -0.0103
C 3.6652 2.8388 -0.8469
C 3.4817 2.9255 -2.2217
C 2.1854 2.9371 -2.7127
C 1.1330 2.8456 -1.8109
N 1.3015 2.6801 -0.4887
H 4.6473 2.8769 -0.3951
H 4.3309 2.9990 -2.8928
H 1.9822 3.0198 -3.7737
H 0.1046 2.8963 -2.1459

Calculated total energy in eV: -41888.0233
ΔE to the lowest compared entry with this formula, charge and spin in kcal/mol: 4.93
Charge: -2

=====

Kohn-Sham gap across the listed records, respectively: 9.2; 8.7; 9.0; 4.6 eV.
LUMO across the listed records, respectively: 0.278; -0.001; 0.695; 5.083 eV.
HOMO energy across the listed records, respectively: -0.326; -0.321; -0.306; 0.019 hartree.